A:
C6H6N2O2 | ωB97M-V/def2-TZVPD

## Properties
- HOMO energy (eV) = -9.02
- M (u) = 138.13
- orbital gap (eV) = 9.25
- E_LUMO (eV) = 0.23

```
16
Properties=species:S:1:pos:R:3:lowdin_charge:R:1
C 0.02 -0.05 0.15 -0.2085
C -0.92 -0.76 1.02 0.0150
C -0.64 -0.75 2.35 -0.0735
C 0.53 -0.22 2.84 -0.0669
C 1.45 0.48 2.04 -0.0048
C 1.08 0.54 0.67 -0.0541
H -2.03 0.18 -2.01 0.2592
H -1.78 -1.14 0.58 0.0831
H -1.40 -1.16 3.04 0.1250
H 0.72 -0.46 3.66 -0.0122
H 2.38 0.83 2.38 0.0919
H 1.87 1.01 -0.11 0.1574
N -0.35 0.14 -1.19 -0.2100
N 0.47 0.68 -2.02 -0.0214
O -1.34 -0.68 -1.67 -0.0069
O 0.13 0.61 -3.26 -0.0733
```

B:
C6H6N2O2 | ωB97M-V/def2-TZVPD

## Properties
- HOMO energy (eV) = -5.81
- M (u) = 138.13
- orbital gap (eV) = 6.13
- E_LUMO (eV) = 0.33

```
16
Properties=species:S:1:pos:R:3:lowdin_charge:R:1
C 0.51 1.73 0.68 -0.4524
C -0.69 1.61 1.53 -0.0096
C -1.61 0.60 1.34 -0.1389
C -0.20 -0.49 -0.29 -0.3330
C 1.83 -1.99 -1.43 -0.0508
C 1.06 -1.50 -2.24 -0.0924
H 1.44 0.51 -0.66 0.1253
H -1.00 2.47 2.17 0.1183
H -2.70 0.86 1.79 0.1705
H -2.07 -1.28 0.55 0.1787
H 2.54 -2.80 -0.91 0.0946
H 0.33 -1.00 -2.84 0.0513
N 0.58 0.62 -0.21 0.2357
N -1.43 -0.44 0.53 0.1072
O 1.23 2.67 0.82 0.1101
O 0.17 -1.58 -0.82 -0.1146
```

Name the least stable of them. B.

A:
C6H6N2O2 | ωB97M-V/def2-TZVPD

## Properties
- HOMO energy (eV) = -9.53
- M (u) = 138.13
- orbital gap (eV) = 9.27
- E_LUMO (eV) = -0.27

```
16
Properties=species:S:1:pos:R:3:lowdin_charge:R:1
O -4.41 1.28 -0.29 0.0735
C -3.35 0.46 -0.29 -0.3007
C -2.02 0.90 -0.22 0.0485
C -1.00 -0.03 -0.45 -0.1932
C -1.34 -1.37 -0.66 -0.0938
N -2.61 -1.79 -0.63 0.0755
C -3.59 -0.91 -0.48 -0.0598
C 0.37 0.41 -0.66 -0.1384
N 1.20 0.92 -1.34 0.1449
H -4.15 2.21 -0.30 0.1161
H -1.79 1.95 -0.06 0.1334
H -0.58 -2.13 -0.83 0.1245
H -4.62 -1.26 -0.59 0.1287
O 1.91 1.02 1.05 -0.2097
H 1.23 1.57 1.47 0.0193
H 2.21 1.38 -0.01 0.1311
```

B:
C6H6N2O2 | ωB97M-V/def2-TZVPD

## Properties
- HOMO energy (eV) = -8.77
- M (u) = 138.13
- orbital gap (eV) = 9.28
- E_LUMO (eV) = 0.51

```
16
Properties=species:S:1:pos:R:3:lowdin_charge:R:1
C -0.86 2.76 -1.99 -0.0412
C -1.85 2.70 -1.34 -0.0190
C 0.20 0.40 -0.01 -0.4352
C 0.15 -0.81 -0.82 0.0144
C 0.36 -2.04 -0.29 -0.0594
C 0.74 -1.10 1.93 -0.5195
H 0.06 2.89 -2.57 0.0543
H -2.72 2.70 -0.71 0.0289
H 0.62 0.94 1.94 0.1705
H -0.02 -0.69 -1.90 0.1210
H 0.36 -2.97 -0.87 0.1286
H 0.85 -3.06 1.51 0.1657
N 0.52 0.13 1.33 0.2045
N 0.61 -2.17 1.07 0.1095
O -0.01 1.52 -0.39 -0.0043
O 0.99 -1.21 3.11 0.0811
```

Name the least stable of them. A.

A:
C5H12OS | ωB97M-V/def2-TZVPD

## Properties
- HOMO energy (eV) = -9.18
- M (u) = 120.22
- orbital gap (eV) = 9.84
- E_LUMO (eV) = 0.67

```
19
Properties=species:S:1:pos:R:3:lowdin_charge:R:1
C -0.36 -1.57 -0.57 -0.0683
C -0.34 -0.03 1.56 -0.0459
C -1.38 0.77 -0.63 -0.0388
C 1.11 0.44 -0.43 -0.7967
C -0.25 -0.10 0.02 -0.5990
O 1.41 1.68 0.06 -0.1146
S 2.59 -0.53 -0.18 0.8377
H -1.20 -2.22 -0.10 0.1137
H 0.71 -1.97 -0.42 0.0434
H -0.63 -1.54 -1.53 0.0126
H -0.11 0.92 1.84 0.0442
H 0.49 -0.67 1.95 0.0885
H -1.32 -0.52 1.79 0.1046
H -1.87 1.35 0.06 0.0446
H -0.93 1.43 -1.42 0.0846
H -2.00 0.04 -1.23 0.0981
H 0.90 0.44 -1.74 0.1830
H 0.64 2.32 -0.13 0.1405
H 2.52 -0.25 1.10 -0.1321
```

B:
C5H12OS | ωB97M-V/def2-TZVPD

## Properties
- HOMO energy (eV) = -8.37
- M (u) = 120.22
- orbital gap (eV) = 9.27
- E_LUMO (eV) = 0.90

```
19
Properties=species:S:1:pos:R:3:lowdin_charge:R:1
C -1.55 1.12 -1.15 -0.2550
O -2.22 1.45 0.10 -0.0997
C -1.28 -0.36 -1.33 -0.2003
C -0.98 -1.06 0.02 -0.2792
C 0.07 -0.33 0.82 -0.5314
S 1.65 -0.37 -0.03 0.8070
C 2.78 -0.13 1.36 -0.4282
H -2.17 1.56 -1.93 0.1131
H -0.64 1.72 -1.06 0.1116
H -3.17 1.42 -0.06 0.0865
H -0.53 -0.57 -2.09 0.1013
H -2.23 -0.72 -1.78 0.1100
H -1.90 -1.24 0.58 0.1080
H -0.65 -2.09 -0.16 0.1047
H -0.23 0.67 1.14 0.0769
H 0.29 -0.89 1.75 0.0803
H 2.68 0.80 1.94 0.0398
H 3.79 -0.06 0.94 0.0271
H 2.73 -0.94 2.08 0.0272
```

Name the least stable of them. A.

A:
C4H3NO | ωB97M-V/def2-TZVPD

## Properties
- HOMO energy (eV) = -10.15
- M (u) = 81.07
- orbital gap (eV) = 8.82
- E_LUMO (eV) = -1.33

```
9
Properties=species:S:1:pos:R:3:lowdin_charge:R:1
C -0.94 -1.47 -2.53 0.3027
C -0.70 -0.83 -1.45 -0.5422
C 0.13 -0.11 -0.04 -0.3886
C 0.47 0.66 1.14 0.0107
N 0.58 -1.06 -0.81 0.2078
O -1.12 0.16 -0.60 0.0887
H -0.37 1.38 1.12 0.0999
H 1.52 1.12 1.05 0.1271
H 0.43 0.16 2.12 0.0940
```

B:
C4H3NO | ωB97M-V/def2-TZVPD

## Properties
- HOMO energy (eV) = -11.02
- M (u) = 81.07
- orbital gap (eV) = 10.71
- E_LUMO (eV) = -0.31

```
9
Properties=species:S:1:pos:R:3:lowdin_charge:R:1
O -0.89 1.46 0.07 0.0077
C -0.42 0.15 -0.08 -0.4388
C 1.01 0.00 0.33 -0.0509
C 1.91 -0.24 -0.45 0.1567
C -1.22 -0.89 0.58 -0.1528
N -1.80 -1.76 1.09 0.1628
H -0.60 1.76 0.94 0.1078
H -0.46 -0.06 -1.16 0.1511
H 2.47 -0.42 -1.33 0.0566
```

C:
C4H3NO | ωB97M-V/def2-TZVPD

## Properties
- HOMO energy (eV) = -8.99
- M (u) = 81.07
- orbital gap (eV) = 9.43
- E_LUMO (eV) = 0.43

```
9
Properties=species:S:1:pos:R:3:lowdin_charge:R:1
C -1.78 -0.50 -0.08 -0.2021
C 0.53 -0.85 0.56 -0.3901
C -2.71 -0.13 0.54 0.1097
C 0.44 -0.45 -0.78 -0.1035
N -0.65 -1.12 -0.30 -0.0062
O 1.08 -0.72 1.60 0.1719
H -3.72 -0.09 0.31 0.0148
H 0.88 0.61 -0.72 0.1824
H 1.19 -1.48 -0.97 0.2231
```

Name the least stable of them. C.

A:
C4H5ClS | ωB97M-V/def2-TZVPD

## Properties
- HOMO energy (alpha / beta) (eV) = -7.15 / -7.47
- M (u) = 120.60
- orbital gap (alpha / beta) (eV) = 5.55 / 6.08
- E_LUMO (alpha / beta) (eV) = -1.60 / -1.39

```
11
Properties=species:S:1:pos:R:3:lowdin_charge:R:1
C 1.71 -2.20 0.43 -0.1151
C 1.75 -2.18 -0.85 -1.0855
C -0.05 -0.29 -0.42 -0.4171
C -0.48 1.10 -0.45 -0.1783
S 1.01 -0.69 -1.64 0.9822
Cl 2.44 -3.33 -2.05 0.4597
H 2.02 -2.88 1.24 0.0279
H -0.22 -1.05 0.24 0.0094
H -0.81 1.59 0.50 0.0916
H -1.47 1.19 -1.13 0.1458
H 0.23 1.82 -0.94 0.0794
```

B:
C4H5ClS | ωB97M-V/def2-TZVPD

## Properties
- HOMO energy (eV) = -9.39
- M (u) = 120.60
- orbital gap (eV) = 9.95
- E_LUMO (eV) = 0.56

```
11
Properties=species:S:1:pos:R:3:lowdin_charge:R:1
C -0.30 -0.15 0.13 -0.8013
C 1.00 -0.73 0.34 -0.7040
C -0.42 1.21 -0.29 -0.2142
C -0.49 2.35 -0.55 0.1494
H -1.64 -2.14 0.12 -0.1198
H -0.91 -0.19 1.05 0.1125
H 1.33 -0.30 1.29 0.0932
H 1.03 -1.77 0.49 0.0579
H -0.47 3.30 -0.95 0.0219
S -1.41 -1.19 -0.82 0.7720
Cl 2.26 -0.40 -0.79 0.6322
```

Name the least stable of them. A.

A:
CH2FNO2 | ωB97M-V/def2-TZVPD

## Properties
- HOMO energy (eV) = -11.18
- M (u) = 79.03
- orbital gap (eV) = 11.02
- E_LUMO (eV) = -0.16

```
7
Properties=species:S:1:pos:R:3:lowdin_charge:R:1
C -0.20 -0.55 -0.21 -0.5005
N 0.72 0.52 0.22 0.0671
O -0.07 -1.55 -0.85 0.1597
O -1.42 0.05 0.37 -0.0246
F 1.69 1.03 -0.75 -0.1077
H 1.20 -0.45 0.90 0.2473
H -1.92 0.94 0.32 0.1587
```

B:
CH2FNO2 | ωB97M-V/def2-TZVPD

## Properties
- HOMO energy (alpha / beta) (eV) = -11.01 / -11.01
- M (u) = 79.03
- orbital gap (alpha / beta) (eV) = 9.69 / 9.69
- E_LUMO (alpha / beta) (eV) = -1.33 / -1.33

```
7
Properties=species:S:1:pos:R:3:lowdin_charge:R:1
C 0.65 -0.88 -0.05 -0.3403
N 0.26 0.34 0.39 0.0655
O 1.77 -1.28 -0.01 0.1011
O -1.44 0.53 -0.33 0.0084
F 0.71 1.57 0.21 0.0583
H -0.22 -1.51 -0.32 0.1474
H -1.74 1.23 0.11 -0.0403
```

Name the least stable of them. B.